C7H10 | ωB97M-V/def2-TZVPD

Bonds (Å) are listed after each position.
CARTESIAN COORDINATES (ANGSTROEM)
1 C -1.816 0.534 -0.326  C5 1.329, C6 1.499, H17 1.092
2 C 1.387 -0.292 0.006  C3 1.516, C4 1.517, C7 1.324
3 C 0.620 0.434 -1.082  C2 1.516, C6 1.563, H8 1.096, H9 1.095
4 C 0.354 0.047 1.064  C2 1.517, C6 1.553, H12 1.095, H14 1.094
5 C -2.529 -0.443 0.225  C1 1.329, H13 1.087, H16 1.086
6 C -0.401 0.899 0.008  C1 1.499, C3 1.563, C4 1.553, H15 1.097
7 C 2.565 -0.895 0.037  C2 1.324, H10 1.088, H11 1.088
8 H 0.159 -0.223 -1.830  C3 1.096
9 H 1.179 1.219 -1.599  C3 1.095
10 H 3.174 -0.985 -0.859  C7 1.088
11 H 2.968 -1.308 0.959  C7 1.088
12 H 0.740 0.594 1.931  C4 1.095
13 H -2.153 -1.039 1.052  C5 1.087
14 H -0.210 -0.815 1.431  C4 1.094
15 H -0.318 1.974 0.207  C6 1.097
16 H -3.521 -0.695 -0.138  C5 1.086
17 H -2.246 1.095 -1.158  C1 1.092

The HOMO-LUMO gap is 10.470 eV. The calculation puts the calculated total energy at -7419.1180 eV. The value obtained for the LUMO energy is 0.0422 Eh.

=====

C2H13N2O3 | ωB97M-V/def2-TZVPD

Bonds (Å) are listed after each position.
CARTESIAN COORDINATES (ANGSTROEM)
1 O 1.469 2.239 0.413  H15 0.961, H18 0.970
2 O 1.921 -1.588 -1.036  H9 0.970, H14 0.962
3 O 0.666 -1.774 1.544  H13 0.964, H17 0.953
4 N -2.729 -0.206 0.798  C6 1.364, H11 1.003, H12 1.003
5 N 0.115 0.655 -1.404  C7 1.486, H10 1.021, H16 1.048, H19 1.028
6 C -1.623 0.361 0.236  N4 1.364, C7 1.340, H8 1.090
7 C -1.280 0.275 -1.056  N5 1.486, C6 1.340, H20 1.082
8 H -0.961 0.899 0.915  C6 1.090
9 H 2.867 -1.784 -0.952  O2 0.970
10 H 0.302 0.824 -2.393  N5 1.021
11 H -2.861 -0.329 1.785  N4 1.003
12 H -3.427 -0.544 0.161  N4 1.003
13 H -0.008 -2.187 2.095  O3 0.964
14 H 1.344 -2.137 -0.496  O2 0.962
15 H 1.286 2.897 1.089  O1 0.961
16 H 0.355 1.630 -1.102  N5 1.048
17 H 1.302 -1.476 2.189  O3 0.953
18 H 2.415 2.335 0.220  O1 0.970
19 H 0.715 -0.114 -1.079  N5 1.028
20 H -1.869 0.023 -1.928  C7 1.082

The HOMO-LUMO gap is 9.492 eV. The net charge is +1. The calculation puts the calculated total energy at -11401.1042 eV. The value obtained for the LUMO energy is -0.1015 Eh.

=====

C3H5F | ωB97M-V/def2-TZVPD

Bonds (Å) are listed after each position.
CARTESIAN COORDINATES (ANGSTROEM)
1 F 1.959 0.699 -0.583  C3 1.343
2 C -1.346 -0.442 -0.148  C4 1.316, H6 1.154, H9 1.029
3 C 1.151 0.035 0.259  F1 1.343, C4 1.707, H5 1.051, H8 1.090
4 C -0.446 0.517 -0.103  C2 1.316, C3 1.707, H7 1.047
5 H 1.231 -1.008 0.157  C3 1.051
6 H -2.446 -0.378 -0.492  C2 1.154
7 H -0.451 1.535 -0.345  C4 1.047
8 H 1.396 0.454 1.235  C3 1.090
9 H -1.049 -1.413 0.021  C2 1.029

The HOMO-LUMO gap is 11.575 eV. The calculation puts the calculated total energy at -5907.7535 eV. The value obtained for the LUMO energy is 0.0453 Eh.

=====

Record order is preserved below.
ΔE to the lowest compared entry with this formula, charge and spin: 184.9, 119.6, 84.6 kJ/mol
Record order is preserved below.
Maximum force: 0.3, 1.8, 5.0 eV Å⁻¹